# C21H33O16Rb

A molecular structure, C21H33O16Rb at a distorted geometry (wB97M-V/def2-TZVPD, the Open Molecules 2025 dataset).

Net charge: 0
Total energy, eV: -55721.3397
Energy above the lowest of the compared OMol25 structures with the same formula, charge and spin, kcal per mole: 125.04
Max |F|, eV/Å: 3.8

CARTESIAN COORDINATES (ANGSTROEM)
Rb 8.265 1.148 -2.911
C 2.430 -0.450 0.577
O 3.613 -0.242 -0.135
H 2.405 0.067 1.536
H 1.681 0.057 -0.031
H 2.053 -1.470 0.658
C -1.807 -3.930 4.506
C -2.992 -4.401 5.372
C -3.538 -5.723 4.926
O -3.460 -6.512 6.118
C -2.847 -5.810 7.119
O -2.919 -6.008 8.336
O -2.432 -4.669 6.615
H -1.353 -3.038 4.937
H -2.069 -3.604 3.500
H -1.119 -4.732 4.237
H -3.808 -3.682 5.450
H -3.125 -6.079 3.982
H -4.559 -5.635 4.557
C -4.513 2.693 3.618
C -3.783 3.386 4.756
C -3.654 2.777 6.162
O -2.329 2.519 6.310
C -1.630 3.050 5.297
O -0.430 2.933 5.122
O -2.478 3.548 4.408
H -5.527 2.391 3.879
H -3.986 1.770 3.379
H -4.675 3.314 2.737
H -4.130 4.411 4.886
H -4.130 1.801 6.253
H -4.076 3.457 6.902
C -1.947 2.418 -3.329
C -1.230 2.167 -4.736
C -0.644 0.777 -4.876
O -1.110 0.352 -6.172
C -2.085 1.176 -6.546
O -2.755 0.894 -7.510
O -2.228 2.230 -5.684
H -2.706 1.663 -3.128
H -2.483 3.362 -3.231
H -1.219 2.479 -2.519
H -0.472 2.919 -4.954
H -1.065 0.070 -4.161
H 0.428 0.884 -4.711
C 3.897 6.094 -2.341
C 3.626 7.072 -1.190
C 3.377 8.502 -1.630
O 2.116 8.866 -1.004
C 1.585 7.853 -0.397
O 0.560 7.976 0.276
O 2.433 6.843 -0.471
H 3.691 5.123 -1.892
H 4.942 6.096 -2.652
H 3.286 6.345 -3.208
H 4.405 7.019 -0.429
H 3.139 8.588 -2.690
H 4.189 9.106 -1.224
C 1.834 -6.225 -3.136
C 3.105 -6.376 -4.049
C 4.066 -7.449 -3.621
O 4.360 -8.043 -4.883
C 3.375 -7.836 -5.743
O 3.357 -8.458 -6.807
O 2.554 -6.874 -5.277
H 2.234 -6.034 -2.140
H 1.176 -7.092 -3.195
H 1.171 -5.395 -3.379
H 3.493 -5.385 -4.284
H 3.529 -8.100 -2.931
H 4.939 -6.944 -3.207

# C21H34Br21IN2O2SSi2

A molecular structure, C21H34Br21IN2O2SSi2 at a distorted geometry (wB97M-V/def2-TZVPD, the Open Molecules 2025 dataset).

Net charge: 0
Total energy, eV: -1534983.9207
Max |F|, eV/Å: 2.6

CARTESIAN COORDINATES (ANGSTROEM)
C 2.497 4.025 1.903
C 1.252 4.043 1.215
Si 0.947 2.806 -0.208
C 2.545 1.747 -0.314
C 2.629 0.807 0.964
C -0.447 1.602 0.248
C -0.513 0.417 -0.809
C -1.996 -0.078 -1.087
C -2.302 -1.378 -0.232
C -3.482 -1.247 0.793
C -3.534 0.159 1.529
C -4.332 0.024 2.869
S -4.980 1.597 3.560
C -5.133 2.772 2.205
N -6.235 3.282 1.671
N -5.788 4.085 0.665
C -4.476 4.037 0.622
O -3.982 3.198 1.598
O 0.698 3.668 -1.688
Si -0.887 4.232 -1.875
C -1.183 4.780 -3.685
I -1.246 6.277 -0.486
H 2.492 3.685 2.991
H 3.445 4.278 1.388
H 0.487 4.775 1.544
H 3.389 2.477 -0.301
H 2.523 1.148 -1.253
H 3.678 0.562 1.243
H 2.095 -0.158 0.769
H 2.143 1.279 1.855
H -1.451 2.067 0.381
H -0.169 1.145 1.236
H -0.071 0.811 -1.767
H 0.147 -0.439 -0.515
H -1.988 -0.404 -2.163
H -2.745 0.736 -0.985
H -1.392 -1.699 0.362
H -2.583 -2.187 -0.949
H -3.400 -2.020 1.605
H -4.473 -1.338 0.281
H -4.000 0.856 0.792
H -2.485 0.473 1.745
H -3.615 -0.382 3.632
H -5.110 -0.765 2.725
H -3.765 4.536 -0.058
H -1.866 3.178 -1.559
H -2.047 4.170 -4.053
H -0.272 4.645 -4.314
H -1.537 5.843 -3.724
C 2.241 1.127 -4.728
Br 2.713 2.804 -3.896
Br 3.057 -0.376 -3.829
Br 0.324 0.920 -4.883
H 2.642 1.147 -5.735
C 2.710 -3.702 0.631
Br 2.642 -5.511 -0.036
Br 3.946 -3.523 2.107
Br 3.085 -2.437 -0.778
H 1.723 -3.467 1.013
C 6.322 -4.783 -0.800
Br 7.761 -4.761 0.488
Br 6.550 -3.425 -2.156
Br 6.082 -6.538 -1.575
H 5.410 -4.546 -0.262
C -1.220 2.749 4.490
Br -2.302 4.349 4.447
Br 0.490 3.030 3.626
Br -1.022 2.062 6.288
H -1.748 1.991 3.918
C -2.369 -5.229 -0.116
Br -0.993 -4.190 0.759
Br -2.579 -4.717 -1.967
Br -2.078 -7.129 0.077
H -3.302 -4.998 0.387
C -6.985 -0.558 -2.115
Br -5.322 -1.371 -2.680
Br -8.336 -1.886 -1.732
Br -6.725 0.653 -0.629
H -7.348 0.034 -2.948
C 11.454 -7.278 0.508
Br 9.679 -7.386 -0.247
Br 12.801 -7.036 -0.856
Br 11.564 -5.916 1.877
H 11.655 -8.229 0.989

# C21H34Br3NO12Zr

A molecular structure, C21H34Br3NO12Zr at a distorted geometry (wB97M-V/def2-TZVPD, the Open Molecules 2025 dataset).

Spin multiplicity: 2
Net charge: +3
Total energy, eV: -259765.5234
Max |F|, eV/Å: 8.2

CARTESIAN COORDINATES (ANGSTROEM)
Zr -1.912 -3.818 19.901
C 1.419 -2.268 23.154
C 1.262 -1.126 22.179
C 2.754 -0.504 22.089
C 2.947 0.414 20.935
C 2.700 -0.295 19.619
C 1.287 -0.820 19.520
N 0.880 -1.605 20.787
O -0.399 -2.230 20.724
C 1.323 -1.691 18.312
C 0.332 0.394 19.142
C 0.250 -0.067 22.753
H 0.522 -2.886 23.207
H 1.655 -1.932 24.163
H 2.214 -2.892 22.746
H 3.515 -1.281 22.018
H 3.012 0.097 22.961
H 3.978 0.768 20.960
H 2.323 1.305 21.005
H 3.456 -1.078 19.680
H 3.057 0.157 18.693
H 1.933 -2.589 18.417
H 1.629 -1.210 17.383
H 0.352 -2.174 18.203
H 0.454 0.739 18.116
H 0.265 1.249 19.814
H -0.723 0.122 19.130
H 0.729 0.289 23.666
H -0.756 -0.426 22.969
H 0.103 0.765 22.065
C 1.013 -6.904 19.364
C 0.133 -5.714 19.603
O -0.113 -4.769 18.883
O -0.661 -5.543 20.553
H 1.984 -6.707 18.911
H 0.483 -7.572 18.684
H 1.245 -7.388 20.312
C 3.310 -8.119 24.164
Br 3.277 -10.084 23.699
Br 2.964 -8.045 26.182
Br 1.870 -7.077 23.148
H 4.277 -7.715 23.864
C 3.905 -4.097 20.615
C 4.729 -4.374 19.355
O 5.614 -5.394 19.765
C 5.338 -5.765 21.038
O 5.977 -6.637 21.654
O 4.437 -5.052 21.510
H 2.830 -4.016 20.454
H 4.213 -3.120 20.987
H 5.220 -3.475 18.984
H 4.150 -4.814 18.543
C -3.085 -5.894 24.875
C -1.889 -5.062 25.357
O -1.457 -4.559 24.090
C -2.501 -4.596 23.172
O -2.453 -4.117 22.077
O -3.459 -5.360 23.651
H -3.943 -5.778 25.538
H -2.914 -6.958 24.713
H -1.170 -5.787 25.738
H -2.287 -4.344 26.074
C -2.009 -0.532 15.435
C -2.488 -1.656 14.579
O -2.447 -2.724 15.615
C -1.991 -2.282 16.722
O -2.057 -2.903 17.804
O -1.317 -1.181 16.499
H -2.772 0.105 15.883
H -1.294 0.138 14.959
H -1.712 -1.880 13.847
H -3.471 -1.571 14.116

# C21H34BrFInN3O12P

A molecular structure, C21H34BrFInN3O12P at a distorted geometry (wB97M-V/def2-TZVPD, the Open Molecules 2025 dataset).

Net charge: +3
Total energy, eV: -138550.6974
Max |F|, eV/Å: 5.7

CARTESIAN COORDINATES (ANGSTROEM)
C 5.834 0.149 0.280
C 5.527 -0.075 1.625
C 5.515 -1.570 2.119
O 6.059 -1.741 3.115
O 4.896 -2.507 1.425
C 3.428 -2.343 1.505
C 2.686 -3.605 0.975
C 1.213 -3.536 1.499
C 0.131 -3.069 0.483
C 0.328 -1.647 -0.171
C -0.766 -1.520 -1.295
C -1.645 -0.240 -1.262
O -1.956 0.027 0.098
C -3.317 0.170 0.387
Br -4.221 1.597 -0.635
C -4.115 -1.200 0.373
C -5.634 -0.910 0.166
C -6.508 -2.161 0.547
N -7.896 -1.901 0.594
O -6.064 -3.232 0.750
C -3.364 0.643 1.894
O -4.027 1.521 2.256
N -2.515 -0.097 2.833
C -1.967 0.791 3.821
O -2.511 1.085 4.781
F -0.731 1.270 3.578
C -1.105 1.099 -1.943
O -0.932 2.174 -0.990
C 0.269 2.159 -0.318
O -0.028 2.342 1.051
C 1.172 3.391 -0.704
O 2.476 3.154 -0.115
C 3.251 4.316 -0.367
C 3.955 4.527 -1.741
O 3.356 5.146 0.429
P 0.275 0.859 -3.177
N -0.299 -0.083 -4.306
O 1.625 0.129 -2.597
O 0.637 2.296 -3.964
H 6.865 0.216 -0.125
H 4.963 0.249 -0.408
H 5.307 0.759 2.328
H 3.156 -1.420 0.941
H 3.181 -2.149 2.571
H 3.224 -4.531 1.231
H 2.729 -3.518 -0.134
H 0.938 -4.577 1.766
H 1.236 -2.941 2.433
H -0.874 -3.175 0.926
H 0.191 -3.775 -0.375
H 1.367 -1.652 -0.569
H 0.305 -0.852 0.600
H -1.464 -2.361 -1.095
H -0.309 -1.752 -2.275
H -2.586 -0.505 -1.788
H -4.006 -1.714 1.343
H -3.719 -1.840 -0.437
H -6.005 -0.101 0.831
H -5.882 -0.708 -0.894
H -8.223 -1.502 -0.286
H -8.413 -2.744 0.843
H -3.091 -0.735 3.386
H -1.949 1.474 -2.563
H 0.854 1.218 -0.373
H 0.795 2.425 1.559
H 0.744 4.311 -0.241
H 1.335 3.491 -1.819
H 3.667 3.703 -2.429
H 5.049 4.622 -1.619
H 3.631 5.475 -2.218
H -1.261 -0.351 -4.078
H 2.400 0.373 -3.136
H 1.603 2.357 -4.083
In 1.211 4.817 -2.813

# C21H34ClIOP3Sm

A molecular structure, C21H34ClIOP3Sm at a distorted geometry (wB97M-V/def2-TZVPD, the Open Molecules 2025 dataset).

Spin multiplicity: 6
Net charge: +2
Total energy, eV: -90755.4346
Energy above the lowest of the compared OMol25 structures with the same formula, charge and spin, kcal per mole: 53.25
Max |F|, eV/Å: 7.3

CARTESIAN COORDINATES (ANGSTROEM)
C 0.642 -7.171 -0.749
C -0.725 -6.731 -0.416
H 0.653 -8.274 -0.882
H 1.323 -6.875 0.086
H 0.954 -6.670 -1.699
O -1.558 -5.946 -0.130
I 2.809 -3.615 -0.628
Sm 0.615 -1.984 0.091
P -0.249 -0.705 -2.529
C -1.798 0.244 -2.848
C 1.039 0.254 -3.464
H 0.771 0.313 -4.534
H -0.376 -1.795 -4.716
H 1.994 -0.281 -3.346
H 0.353 -2.854 -3.471
H -1.968 0.950 -2.016
H 1.156 1.269 -3.047
C -0.445 -2.135 -3.678
H -1.795 0.814 -3.803
H -1.413 -2.613 -3.509
H -2.644 -0.465 -2.866
P 0.968 -1.300 2.985
C -0.230 -0.742 4.283
C 1.357 -2.992 3.577
H 3.278 -0.596 2.686
H 2.900 -0.821 4.436
H 2.353 0.662 3.557
C 2.529 -0.423 3.475
H 1.990 -3.513 2.850
H 1.874 -2.916 4.539
H 0.187 -0.836 5.300
H -1.130 -1.370 4.214
H 0.423 -3.549 3.702
H -0.530 0.301 4.115
Cl 2.629 -0.396 -0.147
C 0.094 2.441 2.349
P -0.071 1.540 0.794
C -1.855 1.907 0.455
C -2.724 0.846 0.788
C -4.092 0.951 0.569
C -4.621 2.139 0.051
C -3.769 3.213 -0.255
C -2.398 3.119 0.006
C 0.813 2.642 -0.356
C 0.298 3.244 -1.528
C 1.138 3.968 -2.389
C 2.501 4.093 -2.104
C 3.044 3.471 -0.984
C 2.206 2.741 -0.133
H -0.571 2.041 3.107
H -0.162 3.489 2.238
H 1.098 2.392 2.747
H -2.305 -0.071 1.224
H -4.749 0.129 0.826
H -5.705 2.228 -0.075
H -4.201 4.132 -0.683
H -1.794 4.006 -0.164
H -0.761 3.171 -1.785
H 0.742 4.476 -3.287
H 3.144 4.685 -2.752
H 4.113 3.585 -0.775
H 2.645 2.183 0.702

# C21H34CrN5O3S3Se

A molecular structure, C21H34CrN5O3S3Se (wB97M-V/def2-TZVPD, the Open Molecules 2025 dataset).

Spin multiplicity: 5
Net charge: +1
Total energy, eV: -162190.2645
Energy above the lowest of the compared OMol25 structures with the same formula, charge and spin, kcal per mole: 6.93
Max |F|, eV/Å: 0.3

CARTESIAN COORDINATES (ANGSTROEM)
Cr 0.564 0.048 0.291
C -3.810 1.953 0.863
C -2.887 2.628 1.871
S -1.186 1.986 1.917
C -0.211 3.360 1.256
C -0.320 3.579 -0.244
S 0.189 2.142 -1.243
C -1.282 1.853 -2.265
C -2.501 1.254 -1.574
S -3.631 2.491 -0.855
H -4.842 2.187 1.130
H -3.714 0.867 0.908
H -3.290 2.495 2.876
H -2.836 3.700 1.681
H 0.816 3.125 1.533
H -0.488 4.274 1.784
H 0.311 4.420 -0.531
H -1.346 3.811 -0.520
H -0.926 1.164 -3.028
H -1.519 2.804 -2.745
H -2.205 0.564 -0.786
H -3.063 0.684 -2.313
C -1.345 -3.562 1.782
C -0.790 -2.406 1.011
N -0.086 -1.472 1.564
O 0.193 -1.541 2.925
C -1.016 -2.283 -0.419
C -1.785 -3.282 -1.221
N -0.455 -1.219 -0.961
O -0.509 -1.006 -2.210
H -0.591 -3.993 2.445
H -1.683 -4.345 1.111
H -2.201 -3.249 2.386
H -0.466 -2.113 3.343
H -2.806 -3.398 -0.852
H -1.310 -4.267 -1.214
H -1.827 -2.930 -2.249
C 4.287 0.917 2.873
N 3.032 0.990 3.609
C 3.111 1.126 5.055
C 1.868 0.950 2.989
O 1.757 0.885 1.752
H 4.920 1.759 3.152
H 4.084 0.937 1.807
H 4.806 -0.009 3.125
H 3.561 2.083 5.320
H 3.722 0.324 5.468
H 2.114 1.068 5.486
H 0.987 0.992 3.636
C 1.708 -2.178 -3.644
N 1.806 -2.784 -2.326
C 2.323 -2.180 -1.242
Se 2.973 -0.456 -1.137
N 2.233 -3.054 -0.214
C 1.629 -4.231 -0.628
C 1.297 -5.398 0.041
C 0.681 -6.392 -0.703
C 0.417 -6.224 -2.066
C 0.758 -5.058 -2.733
C 1.363 -4.059 -1.985
H 1.485 -1.123 -3.521
H 0.892 -2.655 -4.182
H 2.642 -2.308 -4.189
H 2.550 -2.822 0.712
H 1.522 -5.535 1.090
H 0.409 -7.322 -0.223
H -0.057 -7.026 -2.614
H 0.559 -4.939 -3.789